[1]
The following is a quantum chemistry calculation of a structure of composition C51H47N3P2PdTe, from the OMol25 dataset.

HOMO-LUMO gap (alpha / beta) = 4.63 / 5.01 eV
Highest occupied orbital energy (alpha / beta) = -5.458 / -5.850 eV
Charge = 0
M = 997.93 g/mol
E_LUMO (alpha / beta) = -0.0305 / -0.0309 hartree
Spin multiplicity = 3

CARTESIAN COORDINATES (ANGSTROEM)
C: 0.724 -2.829 1.374
H: -4.524 2.995 2.587
C: 1.053 3.876 -5.921
C: 2.504 1.366 -3.505
C: -1.595 -1.396 3.364
H: -5.962 -4.216 3.181
C: -3.300 0.257 0.112
H: 1.920 3.142 -1.315
H: 3.297 -5.565 2.403
H: -2.774 1.899 -1.160
H: 5.083 -1.198 -0.633
C: 6.090 1.606 -2.232
C: 4.928 1.882 -2.947
H: 4.674 3.930 1.621
H: -4.981 -3.949 0.915
C: -4.383 -4.351 1.727
H: 2.702 -5.246 0.016
C: 3.267 3.333 -6.661
H: 0.912 4.392 0.500
C: -2.340 -5.204 2.608
H: -4.852 0.593 3.120
C: 3.767 3.397 -0.170
H: -2.433 -5.681 4.706
H: -4.021 -1.144 1.567
H: 1.106 -3.489 -0.632
H: 4.295 1.831 -5.539
C: -1.836 0.661 4.602
H: 0.366 2.823 -4.173
C: 6.163 0.492 -1.405
C: -3.055 -4.707 1.525
H: 3.792 4.407 -0.570
C: -5.506 -1.507 -1.116
C: 1.112 -2.983 2.706
H: 7.076 0.266 -0.865
C: 2.477 2.624 -0.538
Pd: -0.738 0.689 -0.356
H: 0.620 3.617 2.058
C: 0.427 0.788 -2.013
H: 6.942 2.271 -2.320
N: 1.636 2.456 0.647
H: 2.831 5.379 1.472
C: -4.927 -4.492 2.997
C: -1.276 1.361 3.542
C: 1.349 3.744 1.258
C: 2.254 -4.618 0.777
C: 1.341 -3.640 0.415
N: -4.247 -4.958 4.053
H: 1.999 4.775 -7.635
C: -4.170 -2.627 -2.753
P: -0.401 -1.524 0.731
C: 3.801 1.042 -2.866
H: 2.688 4.357 2.910
H: 2.392 0.585 1.135
C: 2.656 4.365 1.823
C: 3.400 2.436 -5.610
C: 2.100 4.072 -6.816
C: 2.031 -3.965 3.073
H: 3.018 -0.698 -1.892
C: 1.367 0.983 -2.794
H: -3.204 -2.818 -3.205
H: 2.306 -4.078 4.116
C: 1.185 2.985 -4.865
H: 0.123 4.418 -6.051
C: -3.915 -0.092 1.322
H: 4.077 3.449 -7.372
H: -2.162 1.189 5.491
H: -0.404 1.197 1.551
C: 2.304 1.567 1.595
C: 3.704 2.127 1.953
H: -7.444 -3.397 -3.168
C: -4.368 0.881 2.192
C: -6.553 -2.947 -2.745
C: -2.975 -5.308 3.841
P: -2.641 -1.026 -1.075
C: -3.581 2.600 0.706
H: -2.486 -1.264 5.312
H: -1.192 2.441 3.591
H: 4.880 2.776 -3.555
C: -4.189 2.234 1.890
C: -2.010 -0.718 4.503
C: -0.848 0.669 2.410
H: 0.699 -2.341 3.471
H: 3.855 2.233 3.024
Te: -2.087 -4.282 -0.324
H: 2.720 1.639 -0.923
C: -3.148 1.616 -0.191
H: 4.663 2.865 -0.488
C: -5.305 -3.210 -3.296
H: -7.621 -1.859 -1.235
C: 3.890 -0.062 -2.001
C: -0.971 -0.717 2.317
H: -5.218 -3.862 -4.158
N: 3.799 3.505 1.339
C: 2.375 2.266 -4.663
H: -5.613 -0.833 -0.278
H: -3.457 3.648 0.460
H: -1.298 -5.486 2.504
H: 1.687 1.461 2.485
C: -1.913 -2.236 0.090
C: -6.650 -2.088 -1.661
H: 4.516 1.534 1.537
C: 2.593 -4.794 2.114
H: -1.770 -2.466 3.277
C: 5.048 -0.334 -1.289
C: -4.242 -1.785 -1.637



[2]
The following is a quantum chemistry calculation of a structure of composition C51H48N6PdSbSe, from the OMol25 dataset.

HOMO-LUMO gap (alpha / beta) = 5.87 / 5.83 eV
Highest occupied orbital energy (alpha / beta) = -3.913 / -4.008 eV
Charge = -1
M = 1052.13 g/mol
E_LUMO (alpha / beta) = 0.0719 / 0.0669 hartree
Spin multiplicity = 1

CARTESIAN COORDINATES (ANGSTROEM)
C: 2.705 4.477 -1.049
C: 5.707 -0.979 -0.569
H: 2.941 -2.864 -0.937
Pd: 0.922 -0.669 0.306
H: 0.494 2.258 -3.536
H: -0.822 0.188 4.074
C: -1.966 -2.676 1.075
C: -1.740 -1.836 -2.430
H: -1.769 -2.697 -6.190
N: 1.699 -4.998 0.863
C: -1.755 -2.445 -5.140
H: -0.989 1.431 -4.041
C: 1.960 2.140 -0.549
C: 3.746 0.392 -0.454
H: -6.706 -0.916 -2.154
H: 3.400 -0.302 4.432
Se: 1.572 0.758 2.377
C: -0.231 -3.776 -1.938
C: -2.896 3.120 -0.934
C: 3.685 4.153 -1.990
H: 5.272 4.854 -3.230
H: -4.007 0.921 2.681
C: 0.967 -1.026 6.666
C: -2.767 -3.807 0.966
H: -2.545 0.599 1.726
H: -0.673 -3.167 4.169
C: 2.912 -0.722 -0.604
H: -3.390 -0.727 2.529
H: 0.525 6.038 -0.006
C: 1.398 -3.785 0.923
C: 4.519 5.128 -2.504
C: -4.717 -0.993 -1.367
C: -0.354 2.004 -0.752
C: -2.369 -1.288 -4.694
C: -4.378 -0.020 0.791
C: 1.532 6.190 0.383
H: 5.028 7.212 -2.503
H: 0.832 -1.431 7.660
C: 4.384 6.444 -2.099
H: -3.916 -5.091 -0.304
C: 2.568 5.813 -0.632
H: -0.593 -4.154 -4.597
H: 5.357 -3.058 -0.955
H: -4.351 -1.548 -2.218
C: -1.248 -2.442 2.243
C: -0.130 -0.641 5.915
H: -3.345 -5.630 1.925
C: -3.657 -4.039 -0.215
C: 3.412 6.770 -1.166
H: 6.055 2.183 -0.889
C: -6.561 0.035 -0.242
C: -6.057 -0.649 -1.332
H: 0.912 3.848 -0.276
C: -2.361 -0.995 -3.344
N: 1.832 3.526 -0.543
C: 3.526 -1.960 -0.787
N: 1.245 -6.914 -0.566
H: 3.311 7.795 -0.836
H: -7.603 0.324 -0.206
H: -2.859 -0.619 -5.388
H: -0.523 2.362 1.352
N: 1.161 -2.658 1.137
H: -3.874 3.572 -1.012
C: -3.857 -0.653 -0.336
H: -2.793 3.342 1.192
C: 2.239 -0.904 6.131
H: -1.126 -0.752 6.320
H: -4.575 -3.462 -0.094
H: -2.848 -0.100 -2.982
C: 1.418 -5.968 0.079
H: 0.597 -3.148 -1.583
C: -5.723 0.326 0.818
C: 0.040 -0.126 4.646
C: -2.751 -4.729 2.006
C: 4.907 -2.085 -0.799
C: -2.282 3.006 0.301
H: 3.895 2.407 -0.171
Sb: -1.716 -1.089 -0.388
N: 0.903 1.398 -0.647
H: 1.641 5.589 1.284
C: 1.314 -0.007 4.101
C: -1.096 -3.265 -4.241
C: 6.033 1.453 -0.080
C: -0.289 1.565 -3.219
N: 3.224 1.695 -0.414
C: -0.992 2.081 -2.001
H: 5.709 1.957 0.831
C: -1.254 -3.358 3.278
C: 2.413 -0.399 4.859
C: -1.991 -4.519 3.143
H: 3.772 3.136 -2.343
H: 0.179 -4.663 -2.418
H: 6.783 -1.095 -0.524
H: 1.636 7.238 0.649
H: 7.051 1.110 0.080
H: -2.747 2.741 -3.029
C: -2.251 2.657 -2.071
H: -6.118 0.834 1.688
H: -0.800 -4.090 -1.061
H: -3.175 -3.710 -1.133
C: -1.020 2.456 0.394
H: 3.099 -1.214 6.709
H: 0.179 0.604 -2.989
H: -1.970 -5.266 3.922
C: -3.531 0.218 2.001
C: 5.146 0.275 -0.387
H: -0.648 -1.538 2.342
C: -1.057 -2.964 -2.883



[3]
The following is a quantum chemistry calculation of a structure of composition C51H51AsClN7O3S3SeTi, from the OMol25 dataset.

HOMO-LUMO gap (alpha / beta) = 4.32 / 5.86 eV
Highest occupied orbital energy (alpha / beta) = -0.669 / -2.214 eV
Charge = -2
M = 1143.42 g/mol
E_LUMO (alpha / beta) = 0.1342 / 0.1341 hartree
Spin multiplicity = 3

CARTESIAN COORDINATES (ANGSTROEM)
H: -2.544 6.004 0.358
H: 2.775 2.153 -2.031
H: 0.866 2.083 -0.642
C: -4.505 3.221 0.766
C: 1.646 -3.276 4.062
N: 1.301 -3.183 2.727
H: -1.002 5.164 -5.374
Cl: 0.241 -2.355 -6.827
H: 2.464 4.408 4.852
H: -4.582 7.102 1.193
H: 6.562 -1.968 -4.135
C: -5.572 3.819 1.373
H: -1.615 -3.174 -3.704
H: -5.290 -1.250 -4.685
H: 6.817 -4.278 -3.479
C: 0.827 0.172 -4.074
H: 5.609 -5.136 -1.540
C: -0.319 4.285 -2.195
C: 2.182 -2.862 -3.750
H: -4.968 1.194 -4.391
H: 1.822 -4.604 -1.043
N: 3.384 -1.185 -0.901
N: 1.083 -0.575 1.755
H: 1.859 -2.597 -4.750
C: -2.644 4.157 -2.623
C: 0.959 -3.597 6.384
H: 4.937 -0.473 -3.045
C: -2.824 1.930 4.091
H: 2.109 -0.449 4.158
C: -1.144 4.882 -4.335
H: 2.747 -2.032 -3.308
C: 2.395 3.353 4.725
H: 2.627 -3.604 7.880
C: -0.084 4.714 -3.478
H: -3.333 4.783 -4.455
H: 0.250 -5.259 -1.451
As: 0.649 -3.274 -2.686
C: 1.929 1.578 -2.422
H: -1.060 -4.882 -3.516
C: 1.138 -4.836 -1.821
H: -1.201 -1.419 3.090
H: -3.320 2.859 4.348
H: -6.426 3.217 1.636
H: 0.435 4.286 -1.454
H: 3.497 2.945 6.488
Ti: -0.238 -2.283 0.478
C: -0.741 -3.856 -3.773
C: 1.732 2.890 3.571
S: -1.657 0.487 -0.814
C: -2.908 -0.457 3.986
C: 5.971 -2.293 -3.301
C: -4.033 -1.764 -3.084
H: -1.169 -0.269 -3.619
H: -2.619 -2.059 -1.564
C: 2.924 1.084 5.439
H: -3.402 1.991 -2.669
H: -3.663 4.045 -2.252
C: -4.518 6.011 1.143
H: -4.489 2.169 0.625
C: 4.326 -1.954 -1.592
C: -3.497 0.740 4.414
C: 5.036 -1.472 -2.685
H: 3.450 0.395 6.050
N: 2.198 -3.302 1.783
C: -4.529 0.509 -3.698
H: -0.497 -3.708 -4.818
C: -2.436 4.616 -3.903
N: -2.335 1.832 -0.230
H: -1.195 2.875 3.117
H: -0.358 -3.502 4.735
C: 0.790 1.569 -1.596
H: 2.804 -3.738 -3.744
C: 2.316 -3.512 6.857
H: 0.793 -0.444 -4.994
H: -4.466 0.647 4.944
C: -1.600 3.921 -1.758
H: 2.821 -0.560 -1.441
C: 1.580 1.490 3.477
O: 1.577 -3.091 0.624
H: 4.268 -2.888 6.213
S: -1.750 3.290 -0.065
C: -2.960 0.062 -1.918
H: 1.564 -5.515 -2.553
H: 2.823 -1.700 -0.246
C: -1.638 1.932 3.414
C: -1.052 0.722 3.045
C: -5.596 5.223 1.562
S: 0.507 0.796 2.227
C: -4.689 -0.862 -3.888
C: -3.627 0.950 -2.745
H: 0.224 -3.697 7.119
C: -0.343 0.842 -2.035
H: 0.950 4.918 -3.746
O: 0.034 -2.918 2.355
H: 3.937 -3.647 -0.318
C: 2.982 2.493 5.661
H: 1.341 3.589 2.861
C: -3.115 -1.269 -2.135
C: 1.957 0.805 -3.590
H: 3.731 -2.793 3.850
H: -6.512 5.666 1.987
H: -3.396 -1.414 4.196
C: 3.289 -3.169 5.913
C: 2.205 0.605 4.350
Se: -1.966 -3.847 0.273
H: 2.861 0.803 -4.163
C: 5.441 -4.112 -1.797
C: -0.327 0.247 -3.303
C: -3.370 4.009 0.422
C: 4.527 -3.302 -1.158
C: 6.155 -3.596 -2.900
N: -1.253 -0.515 0.151
O: 0.335 -2.058 -1.510
N: -0.607 3.741 0.755
C: 2.962 -3.078 4.559
C: 0.654 -3.467 5.026
C: -3.417 5.402 0.554
C: -1.667 -0.473 3.338
H: -4.108 -2.825 -3.239



[4]
The following is a quantum chemistry calculation of a structure of composition C51H51Br2NO9P2Si2Y, from the OMol25 dataset.

HOMO-LUMO gap = 7.53 eV
Highest occupied orbital energy = -5.188 eV
Charge = -1
M = 1188.80 g/mol
E_LUMO = 0.0861 hartree
Spin multiplicity = 1

CARTESIAN COORDINATES (ANGSTROEM)
H: 2.207 -3.156 3.290
C: -0.276 0.993 6.781
C: -0.109 -5.591 -1.500
C: -3.128 3.818 -1.030
C: -5.464 1.001 3.342
H: 4.921 -1.996 -2.467
H: -1.830 -0.236 7.621
H: 0.437 -5.802 -2.427
H: -4.324 -4.502 0.109
C: -3.280 -2.884 -2.674
H: 0.204 -4.321 1.894
C: 3.981 -0.513 4.447
C: -2.931 -1.510 -0.712
H: 1.785 -3.306 -4.982
H: -1.855 2.778 0.337
C: 2.001 0.236 3.293
H: 4.833 0.527 -5.672
H: 1.674 -4.388 -3.573
H: -2.799 -0.823 5.425
P: 0.701 1.436 2.756
C: -3.465 -2.538 0.068
H: 2.422 -5.318 0.659
H: 4.976 2.549 -7.105
C: 3.352 3.524 -6.100
H: -1.187 -1.656 -4.889
Br: 3.449 5.057 -7.215
C: -1.387 0.158 6.714
O: -1.897 0.097 3.075
H: -2.786 4.795 -0.712
H: -6.174 1.373 4.071
C: 1.671 -1.096 3.046
C: 2.298 2.327 -4.326
C: 4.144 1.349 -5.525
C: -2.839 -1.703 -2.092
H: -0.266 6.089 3.884
H: 0.408 -0.951 -5.199
H: 3.420 1.541 4.249
H: -0.602 -2.896 1.214
C: -1.376 0.356 4.329
C: 3.647 -1.835 4.191
C: 4.038 -2.042 -3.098
H: -0.768 3.702 3.550
H: 2.942 -3.690 0.162
Si: 0.619 -4.119 -0.581
C: -0.216 1.123 4.366
H: -3.833 1.086 4.716
O: 2.061 2.105 0.487
H: 0.771 -1.330 2.486
C: -4.071 3.704 -2.042
H: -4.288 0.335 -2.209
H: -3.203 -3.015 -3.749
C: 4.234 2.478 -6.321
H: 0.303 -4.222 -4.687
C: -3.579 0.170 1.446
C: -5.876 0.688 2.055
H: 4.108 -2.876 -3.794
H: -3.534 -2.415 1.142
Si: 0.395 -2.278 -3.164
Y: 1.010 0.727 -0.705
H: -4.140 -4.826 -2.343
C: -0.352 -3.948 1.027
C: -3.906 -3.720 -0.514
O: 4.007 -0.830 -3.893
C: 0.257 4.052 3.466
O: 4.225 2.387 0.369
C: 3.154 0.519 4.015
H: -5.217 2.346 -3.247
H: 0.144 1.262 7.743
H: 0.187 -1.741 -0.864
H: -0.683 -0.185 -4.029
C: 3.169 1.265 -4.535
C: -4.140 0.836 3.713
C: -4.930 0.297 1.122
O: -1.084 1.920 -3.483
Br: 3.033 -0.804 0.057
C: 2.385 -4.579 -0.151
N: 3.178 2.112 -0.181
C: -3.960 1.304 -1.860
O: 3.061 1.860 -1.408
H: -1.297 -4.497 0.964
C: 2.396 3.473 -5.102
C: 2.574 3.616 3.024
C: 1.848 5.850 3.579
C: -0.338 -1.144 -4.424
C: 0.416 -2.573 -1.520
H: -1.156 -5.391 -1.759
H: 1.200 2.070 5.666
H: 1.728 4.304 -4.926
O: -0.527 0.335 -1.978
C: -3.216 0.364 2.779
H: 1.550 2.281 -3.546
C: 1.121 -3.678 -4.194
H: 4.889 -0.277 4.990
H: 3.366 2.956 2.700
O: 2.107 -0.147 -2.933
H: 4.297 -2.635 4.527
H: 3.883 5.305 3.172
C: 2.861 4.957 3.260
C: 2.480 -2.127 3.497
C: 0.538 5.395 3.669
C: -0.516 1.600 -2.448
C: 3.034 0.046 -3.693
H: 2.074 6.898 3.734
C: 0.311 1.452 5.614
H: -6.917 0.782 1.770
H: -4.467 4.592 -2.520
C: -1.941 -0.166 5.488
H: 3.153 -2.129 -2.475
H: 2.897 -5.011 -1.022
H: -5.243 0.099 0.105
P: -2.262 0.006 0.101
C: -3.810 -3.899 -1.888
C: -4.485 2.444 -2.452
H: -2.411 -0.915 -2.705
C: -3.011 1.407 -0.848
H: -0.073 -6.496 -0.879
O: 0.225 2.395 -1.698
C: -2.606 2.677 -0.439
C: 1.271 3.142 3.151



Q: The highest charge belongs to which entry?
A: C51H47N3P2PdTe